Entry from OMol25: an isolated molecule of C4H11NS in a non-equilibrium geometry (ωB97M-V/def2-TZVPD).

Summary:
HOMO energy: -8.9 eV
calculated total energy: -16650.2476 eV
net charge: 0
2S+1: 1
strongest force on any atom: 3.8 eV/Å
SMILES: CC[C@@H](N)CS
Kohn-Sham gap: 9.7430 eV

Last columns: bonded neighbours and bond lengths (Å).
Cartesian coordinates (Å):
1 C 1.457 0.723 0.258  C3 1.483, H9 1.126, C11 1.503, H15 1.117
2 N 1.816 -1.624 -0.125  C11 1.481, H14 0.981, H17 0.997
3 C 0.865 2.031 -0.113  C1 1.483, H5 1.042, H12 1.103, H13 1.150
4 C -0.605 -0.740 0.254  S7 1.794, H10 1.082, C11 1.567, H16 1.087
5 H 0.878 2.307 -1.117  C3 1.042
6 H -2.880 -0.936 0.389  S7 1.310
7 S -2.175 0.057 -0.093  C4 1.794, H6 1.310
8 H 0.692 -0.532 -1.405  C11 1.105
9 H 2.572 0.582 0.195  C1 1.126
10 H -0.938 -1.703 -0.109  C4 1.082
11 C 0.841 -0.525 -0.311  C1 1.503, N2 1.481, C4 1.567, H8 1.105
12 H 1.368 2.831 0.457  C3 1.103
13 H -0.144 2.203 0.412  C3 1.150
14 H 2.013 -1.635 0.835  N2 0.981
15 H 1.175 0.594 1.331  C1 1.117
16 H -0.665 -0.957 1.317  C4 1.087
17 H 2.667 -1.244 -0.480  N2 0.997

Löwdin analysis output, partial charges in e: number 1, C, carries -0.272; number 2, N, carries 0.038; number 3, C, carries -0.115; number 4, C, carries -0.552; number 5, H, carries 0.052; number 6, H, carries -0.157; number 7, S, carries 0.690; number 8, H, carries 0.141; number 9, H, carries 0.123; number 10, H, carries 0.040; number 11, C, carries -0.444; number 12, H, carries 0.077; number 13, H, carries 0.093; number 14, H, carries 0.045; number 15, H, carries 0.123; number 16, H, carries 0.064; number 17, H, carries 0.054